{
  "formula": "C26H20N2O2SSbSe4W",
  "method": "the ωB97M-V functional and the def2-TZVPD basis",
  "charge": -1,
  "de_lowest_kj_mol": 329.0,
  "species": ["W", "Se", "Sb", "Se", "Se", "Se", "C", "C", "C", "C", "C", "C", "C", "S", "O", "O", "N", "C", "C", "C", "C", "C", "C", "C", "C", "N", "C", "H", "H", "H", "H", "H", "H", "H", "H", "H", "H", "H", "H", "H", "C", "C", "C", "C", "C", "C", "C", "C", "C", "C", "H", "H", "H", "H", "H", "H", "H"],
  "coordinates": [[-0.238, -0.084, -1.184], [3.173, -1.345, -4.484], [1.548, -0.237, -2.950], [-1.564, 0.226, -3.103], [1.674, 0.342, 0.148], [2.551, 1.728, -4.068], [3.382, 5.734, 2.619], [2.421, 4.967, 1.764], [1.089, 4.827, 2.139], [0.204, 4.113, 1.350], [0.652, 3.563, 0.166], [1.965, 3.711, -0.247], [2.847, 4.392, 0.572], [-0.512, 2.700, -0.878], [0.333, 1.981, -1.865], [-1.455, 3.637, -1.385], [-1.146, 1.414, -0.206], [-2.171, 1.252, 0.728], [-2.997, 2.239, 1.246], [-3.948, 1.884, 2.197], [-4.084, 0.579, 2.619], [-3.256, -0.438, 2.113], [-3.314, -1.787, 2.522], [-2.339, -2.658, 2.053], [-1.397, -2.234, 1.143], [-1.380, -0.985, 0.582], [-2.286, -0.092, 1.148], [2.904, 6.079, 3.531], [3.764, 6.597, 2.076], [4.230, 5.110, 2.888], [0.730, 5.279, 3.053], [-0.824, 3.975, 1.654], [2.311, 3.283, -1.180], [3.878, 4.477, 0.264], [-2.903, 3.254, 0.891], [-4.583, 2.651, 2.613], [-4.820, 0.314, 3.363], [-4.076, -2.107, 3.214], [-2.303, -3.686, 2.383], [-0.616, -2.914, 0.817], [2.917, -5.250, -1.813], [3.179, -3.962, -1.331], [2.162, -3.055, -1.200], [0.822, -3.384, -1.551], [-0.226, -2.377, -1.530], [-1.500, -2.855, -1.837], [-1.784, -4.207, -2.105], [-0.775, -5.125, -2.162], [0.557, -4.730, -1.931], [1.633, -5.630, -2.082], [3.737, -5.935, -1.963], [4.182, -3.671, -1.061], [2.402, -2.093, -0.735], [-2.367, -2.185, -1.870], [-2.808, -4.495, -2.310], [-0.986, -6.161, -2.387], [1.411, -6.626, -2.439]],
  "nbo_charge": [0.36, -0.61, 1.08, -0.21, -0.35, -0.68, -0.63, 0.02, -0.24, -0.13, -0.35, -0.14, -0.21, 2.36, -0.91, -0.90, -0.93, 0.16, -0.24, -0.18, -0.22, -0.11, -0.08, -0.27, 0.13, -0.48, 0.22, 0.21, 0.22, 0.22, 0.20, 0.21, 0.28, 0.22, 0.24, 0.22, 0.21, 0.22, 0.23, 0.24, -0.21, -0.19, -0.22, -0.01, -0.25, -0.25, -0.23, -0.19, -0.09, -0.20, 0.20, 0.21, 0.24, 0.22, 0.20, 0.20, 0.20]
}

---

{
  "formula": "C26H21BrN3O3SSn",
  "method": "the ωB97M-V functional and the def2-TZVPD basis",
  "charge": 1,
  "total_energy_ev": -124616.4531,
  "species": ["Sn", "O", "C", "C", "C", "C", "C", "C", "C", "O", "N", "N", "C", "C", "Br", "C", "C", "C", "C", "C", "C", "C", "H", "H", "H", "H", "H", "H", "H", "H", "H", "H", "H", "H", "H", "H", "C", "C", "C", "C", "C", "C", "C", "C", "C", "C", "H", "H", "H", "H", "H", "H", "H", "O", "S", "N"],
  "coordinates": [[0.858, -1.280, -0.210], [1.997, 3.203, -3.525], [2.915, 3.229, -2.503], [3.754, 4.331, -2.403], [4.680, 4.404, -1.378], [4.776, 3.379, -0.452], [3.936, 2.285, -0.544], [2.994, 2.204, -1.557], [2.063, 1.014, -1.660], [2.338, 0.072, -0.722], [0.679, 1.501, -1.507], [-0.262, 0.598, -1.313], [-1.489, 0.805, -1.634], [-2.567, -0.106, -1.412], [-2.104, -1.792, -0.585], [-3.836, 0.099, -1.801], [-4.949, -0.816, -1.572], [-5.688, -1.287, -2.657], [-6.728, -2.175, -2.453], [-7.070, -2.566, -1.168], [-6.362, -2.074, -0.086], [-5.296, -1.219, -0.283], [1.874, 2.302, -3.847], [3.672, 5.107, -3.147], [5.335, 5.258, -1.312], [5.504, 3.429, 0.342], [4.000, 1.474, 0.164], [2.133, 0.582, -2.683], [0.453, 2.305, -2.092], [-1.759, 1.738, -2.131], [-4.059, 1.005, -2.353], [-5.421, -0.982, -3.657], [-7.276, -2.558, -3.298], [-7.886, -3.255, -1.016], [-6.646, -2.355, 0.916], [-4.753, -0.826, 0.564], [3.607, -2.007, 4.690], [3.749, -2.352, 3.336], [2.778, -2.021, 2.435], [1.614, -1.345, 2.847], [0.563, -0.970, 2.010], [-0.567, -0.336, 2.403], [-0.715, -0.030, 3.768], [0.276, -0.355, 4.650], [1.452, -1.008, 4.228], [2.488, -1.350, 5.121], [4.389, -2.262, 5.389], [4.634, -2.880, 3.016], [2.883, -2.278, 1.380], [-1.354, -0.067, 1.714], [-1.618, 0.464, 4.092], [0.169, -0.113, 5.696], [2.375, -1.076, 6.158], [0.845, -1.430, -3.451], [1.315, -2.729, -3.006], [1.309, -2.886, -1.504]],
  "nbo_charge": [1.96, -0.70, 0.36, -0.28, -0.18, -0.23, -0.17, -0.16, 0.25, -0.87, -0.42, -0.26, 0.01, -0.11, 0.14, -0.13, -0.13, -0.18, -0.19, -0.19, -0.21, -0.15, 0.48, 0.23, 0.22, 0.22, 0.23, 0.15, 0.39, 0.21, 0.24, 0.22, 0.23, 0.23, 0.22, 0.21, -0.20, -0.18, -0.21, -0.02, -0.29, -0.24, -0.21, -0.14, -0.08, -0.15, 0.23, 0.23, 0.19, 0.23, 0.23, 0.23, 0.22, -0.88, 1.54, -1.17]
}

---

{
  "formula": "C26H21F6N8OPd",
  "method": "the ωB97M-V functional and the def2-TZVPD basis",
  "charge": -1,
  "de_lowest_kj_mol": 117.9,
  "species": ["Pd", "C", "C", "C", "C", "C", "N", "C", "C", "C", "C", "C", "C", "C", "N", "C", "C", "C", "N", "C", "C", "N", "C", "C", "C", "N", "H", "H", "H", "H", "H", "H", "H", "H", "H", "H", "H", "H", "H", "H", "H", "H", "H", "H", "C", "C", "O", "C", "F", "F", "F", "C", "F", "F", "F", "H", "H", "H", "N", "C", "N", "C", "N"],
  "coordinates": [[-0.459, -0.858, 0.453], [-5.102, 0.837, 4.329], [-3.682, 0.645, 3.874], [-2.816, -0.236, 4.517], [-1.532, -0.460, 4.053], [-1.025, 0.214, 2.934], [0.212, 0.045, 2.355], [1.291, -0.341, 3.096], [1.444, 0.047, 4.446], [2.569, -0.231, 5.193], [3.656, -0.903, 4.644], [4.906, -1.183, 5.432], [3.544, -1.274, 3.314], [2.407, -1.022, 2.553], [2.455, -1.512, 1.212], [3.038, -2.658, 0.806], [2.873, -2.756, -0.557], [2.146, -1.611, -0.895], [1.890, -0.857, 0.173], [-1.920, 1.083, 2.281], [-3.212, 1.285, 2.734], [-1.522, 1.746, 1.077], [-1.940, 2.947, 0.642], [-1.384, 3.172, -0.596], [-0.624, 2.025, -0.847], [-0.703, 1.181, 0.164], [-5.218, 0.586, 5.384], [-5.792, 0.205, 3.764], [-5.428, 1.871, 4.197], [-3.167, -0.789, 5.381], [-0.899, -1.189, 4.541], [0.634, 0.597, 4.905], [2.610, 0.102, 6.225], [4.747, -0.991, 6.494], [5.739, -0.554, 5.106], [5.226, -2.222, 5.331], [4.380, -1.762, 2.827], [3.479, -3.335, 1.514], [3.181, -3.567, -1.191], [1.764, -1.301, -1.855], [-3.883, 1.911, 2.156], [-2.573, 3.557, 1.262], [-1.508, 4.036, -1.222], [-0.022, 1.771, -1.702], [-4.656, -1.051, -0.912], [-3.149, -1.280, -1.129], [-2.468, -0.792, -0.062], [-2.931, -2.801, -1.319], [-3.793, -3.349, -2.205], [-3.114, -3.435, -0.158], [-1.692, -3.099, -1.755], [-2.728, -0.532, -2.416], [-3.271, -1.043, -3.546], [-1.397, -0.512, -2.610], [-3.120, 0.757, -2.358], [-4.934, -1.574, 0.001], [-5.274, -1.404, -1.736], [-4.817, 0.013, -0.761], [-0.331, -2.743, 1.220], [-0.113, -3.813, 0.787], [0.253, -4.983, 0.431], [-0.638, -5.844, -0.043], [-1.322, -6.674, -0.469]],
  "nbo_charge": [1.03, -0.62, -0.06, -0.20, -0.24, 0.15, -0.67, 0.17, -0.26, -0.20, -0.09, -0.62, -0.21, 0.15, -0.18, -0.02, -0.34, -0.05, -0.30, 0.17, -0.22, -0.16, -0.01, -0.34, 0.00, -0.22, 0.21, 0.21, 0.20, 0.20, 0.22, 0.21, 0.20, 0.21, 0.21, 0.21, 0.20, 0.22, 0.23, 0.21, 0.20, 0.22, 0.23, 0.22, -0.63, 0.11, -0.82, 0.95, -0.34, -0.31, -0.33, 0.95, -0.34, -0.33, -0.34, 0.23, 0.21, 0.22, -0.62, 0.62, -0.68, 0.44, -0.48]
}

---

{
  "formula": "C26H21GaN5S3",
  "method": "the ωB97M-V functional and the def2-TZVPD basis",
  "charge": -1,
  "total_energy_ev": -119635.0263,
  "species": ["Ga", "S", "C", "C", "C", "C", "N", "C", "C", "C", "S", "C", "N", "H", "H", "S", "C", "N", "N", "C", "C", "N", "H", "H", "H", "H", "H", "H", "H", "H", "H", "C", "C", "C", "C", "C", "C", "C", "C", "C", "C", "C", "C", "C", "C", "C", "H", "H", "H", "H", "H", "H", "H", "H", "H", "H"],
  "coordinates": [[2.076, 0.181, 1.472], [1.763, -1.752, 0.159], [1.224, -2.772, 1.481], [0.417, -3.871, 1.192], [0.040, -4.781, 2.170], [-0.825, -5.880, 1.820], [-1.524, -6.744, 1.524], [0.491, -4.594, 3.481], [1.242, -3.471, 3.787], [1.605, -2.532, 2.817], [2.542, -1.142, 3.319], [0.227, -5.578, 4.504], [0.046, -6.370, 5.317], [0.082, -4.025, 0.175], [1.558, -3.315, 4.810], [4.288, 0.976, 0.894], [4.644, 1.806, 2.318], [4.927, 2.393, 3.275], [3.932, 0.028, -4.095], [2.832, 0.871, -3.470], [2.679, 0.376, -2.036], [1.825, 1.146, -1.194], [4.116, 0.246, -5.071], [3.680, -0.958, -4.016], [4.789, 0.154, -3.557], [1.928, 0.734, -4.059], [3.144, 1.912, -3.510], [3.685, 0.354, -1.591], [2.305, -0.654, -2.060], [0.835, 1.064, -1.390], [2.088, 2.114, -1.082], [0.675, 1.460, 1.592], [-0.413, 1.609, 1.024], [-1.613, 1.754, 0.323], [-1.745, 2.837, -0.621], [-0.649, 3.680, -0.941], [-0.729, 4.676, -1.902], [-1.915, 4.921, -2.589], [-3.035, 4.176, -2.222], [-2.964, 3.181, -1.261], [-2.625, 0.701, 0.535], [-3.516, 0.275, -0.467], [-4.447, -0.730, -0.239], [-4.518, -1.369, 0.993], [-3.615, -0.996, 1.983], [-2.690, 0.012, 1.760], [0.264, 3.556, -0.375], [0.148, 5.282, -2.114], [-1.974, 5.681, -3.358], [-3.991, 4.385, -2.692], [-3.869, 2.661, -0.978], [-3.455, 0.721, -1.452], [-5.117, -1.026, -1.040], [-5.248, -2.149, 1.174], [-3.633, -1.497, 2.944], [-1.987, 0.283, 2.538]],
  "nbo_charge": [1.18, -0.33, -0.18, -0.11, -0.18, 0.29, -0.33, -0.16, -0.16, -0.15, -0.21, 0.29, -0.33, 0.22, 0.23, -0.31, 0.08, -0.40, -0.67, -0.23, -0.25, -0.81, 0.43, 0.44, 0.44, 0.22, 0.22, 0.20, 0.22, 0.41, 0.39, -0.81, 0.15, -0.37, 0.10, -0.32, -0.20, -0.33, -0.20, -0.30, -0.02, -0.21, -0.23, -0.28, -0.20, -0.24, 0.21, 0.19, 0.19, 0.19, 0.21, 0.20, 0.19, 0.20, 0.20, 0.22]
}